Molecular formula: C64H51IN8O4PRbS
Method: DFT, ωB97M-V/def2-TZVPD

## Properties
- Energy above the lowest of the compared OMol25 structures with the same formula, charge and spin: 1.568 eV
- Electronic energy: -4269.9501 Eh
- Charge: -2
- HOMO-LUMO gap: 0.1861 hartree

Each line ends with the Löwdin charge.
Atoms and positions in Å:
N (4.93, 0.75, 4.22)  -0.14
C (5.07, 1.10, -5.62)  -0.09
H (-0.64, -2.30, -6.81)  0.09
H (-3.15, 3.77, -4.26)  0.09
S (3.95, 1.18, 1.77)  0.58
C (1.39, -2.09, 4.46)  -0.03
O (0.04, -4.37, 3.65)  -0.05
H (2.67, 4.81, 1.46)  0.09
H (5.37, 2.31, 5.49)  0.08
C (-2.36, 0.30, 1.09)  -0.69
C (3.12, 2.22, -3.89)  -0.20
H (-0.83, -6.11, -2.25)  0.10
C (-2.64, 0.51, -3.51)  -0.05
H (1.28, -0.72, -6.42)  0.09
C (3.90, 1.07, -3.50)  -0.65
C (3.12, -4.15, 0.74)  -0.05
O (-2.05, -3.72, -2.47)  -0.04
C (-5.60, 2.80, 3.57)  -0.05
H (-1.61, -3.50, -4.82)  0.11
C (0.00, -6.16, 1.49)  -0.05
N (0.49, -1.09, 2.49)  0.06
H (-5.59, 6.19, 1.36)  0.06
H (-5.60, 3.79, 4.02)  0.06
C (3.53, 2.87, -5.09)  -0.17
C (-4.99, 4.07, 0.03)  -0.08
H (4.14, -3.71, 3.90)  0.09
H (-6.54, 5.37, 2.61)  0.07
H (5.79, 0.63, -6.29)  0.10
H (-1.72, -2.30, 0.76)  0.00
H (1.67, 1.29, 4.55)  0.09
H (5.34, -2.40, 4.81)  0.10
C (1.31, -1.15, -4.32)  -0.15
O (-1.84, 0.39, -0.07)  -0.26
C (-1.39, 2.99, -3.34)  -0.09
C (1.75, -0.84, 4.95)  -0.09
H (5.37, -0.34, -4.03)  0.08
H (-1.36, 2.56, -0.30)  0.09
C (3.01, 4.15, -5.41)  -0.05
H (-4.83, 2.20, 4.06)  0.09
H (-6.31, -1.83, 2.47)  0.10
H (0.51, 0.96, 2.38)  0.10
C (1.87, 3.59, -0.09)  -0.14
H (-5.32, -4.08, 2.18)  0.09
H (0.90, 4.55, -2.83)  0.09
C (-0.31, -7.35, 0.85)  -0.14
H (0.19, -6.15, 2.55)  0.08
H (2.88, -2.53, -0.63)  0.07
C (1.78, 4.36, 1.05)  -0.11
O (-2.20, 1.07, 2.05)  0.01
C (-3.28, 1.64, -4.00)  -0.10
C (-4.71, 2.87, -0.62)  -0.07
C (-3.45, -3.33, 1.43)  -0.05
C (5.33, -0.24, 5.08)  -0.07
C (-4.56, -0.79, 1.81)  -0.19
C (4.48, 2.27, -5.96)  -0.06
C (-0.57, 3.87, 1.19)  -0.07
H (-4.81, 5.60, 2.83)  0.08
H (-0.34, -8.28, 1.41)  0.08
C (0.80, 0.11, 2.98)  -0.14
H (-3.00, -4.30, 1.28)  0.11
H (3.95, 2.58, 4.45)  0.07
C (-0.23, -2.16, -5.82)  -0.08
N (0.02, -3.80, -1.39)  0.02
H (3.36, 4.64, -6.32)  0.10
C (1.43, 0.29, 4.20)  -0.09
C (0.03, -4.92, 0.81)  -0.24
C (-2.65, 2.88, -3.91)  -0.11
C (-5.08, 1.64, 1.41)  -0.21
N (4.58, -1.14, 3.21)  0.03
H (2.64, -4.86, 0.08)  0.11
N (3.78, -1.87, 1.11)  0.12
N (-5.15, 0.46, 2.12)  0.10
C (-0.63, -7.34, -0.50)  -0.14
C (0.73, 2.96, -0.63)  -0.36
H (3.32, -5.47, 2.41)  0.11
C (4.11, -2.20, 2.34)  -0.26
H (-6.57, 2.33, 3.81)  0.08
C (2.15, 4.77, -4.57)  -0.07
H (-0.88, -0.26, -2.59)  0.03
C (-0.76, -2.84, -4.74)  -0.02
C (5.13, -1.41, 4.47)  -0.06
C (4.48, 0.23, 3.03)  -0.73
C (4.96, 2.17, 4.50)  -0.07
C (-0.20, -2.65, -3.47)  -0.21
H (1.79, 5.78, -4.79)  0.10
H (-3.11, -0.46, -3.55)  0.12
H (-4.44, 2.88, -1.67)  0.08
C (-0.49, 3.11, 0.03)  -0.07
H (5.56, 2.69, 3.75)  0.07
H (4.73, 2.77, -6.89)  0.10
H (-4.93, 5.01, -0.50)  0.09
C (2.02, 2.79, -3.16)  -0.29
C (-5.58, 5.37, 2.09)  -0.07
C (-0.72, 1.86, -2.87)  -0.33
I (3.97, 0.35, -1.54)  1.05
H (0.48, 5.09, 2.61)  0.09
C (-0.22, -4.93, -0.59)  -0.24
C (-1.36, 0.62, -2.97)  -0.12
N (0.35, -3.69, 1.41)  0.06
H (-4.55, 0.74, -0.47)  0.12
C (1.64, 4.07, -3.46)  -0.10
C (-4.77, 1.67, 0.05)  -0.01
H (-1.52, 3.93, 1.71)  0.10
C (4.81, 0.52, -4.36)  -0.19
C (0.55, 4.51, 1.70)  -0.10
H (1.56, -3.00, 5.02)  0.11
C (-5.31, 4.06, 1.39)  -0.25
H (2.25, -0.75, 5.90)  0.09
C (0.75, -2.18, 3.22)  -0.19
H (5.74, -0.04, 6.06)  0.11
C (-3.26, -0.91, 1.31)  -0.06
C (0.84, -1.29, -5.61)  -0.08
C (3.25, -2.83, 0.35)  -0.14
H (-4.27, 1.56, -4.42)  0.10
H (2.83, 3.45, -0.57)  0.09
C (3.49, -4.48, 2.02)  -0.05
C (-0.59, -6.14, -1.19)  -0.05
H (2.12, -0.47, -4.11)  0.06
N (0.82, -1.82, -3.26)  0.09
C (-2.74, -2.19, 1.12)  -0.03
C (-5.29, -1.94, 2.10)  -0.05
C (0.31, -3.56, 2.73)  -0.51
H (-0.95, 3.97, -3.26)  0.08
H (-5.68, 0.47, 2.97)  0.11
C (-4.74, -3.20, 1.93)  -0.10
C (3.97, -3.48, 2.86)  -0.02
H (-0.92, -8.25, -1.02)  0.08
C (-5.35, 2.85, 2.09)  -0.17
C (-0.83, -3.45, -2.33)  -0.59
P (0.93, 1.78, -2.02)  1.05
Rb (-0.02, -1.24, -0.27)  0.86

***

Molecular formula: C25H25BClN4O8
Method: DFT, ωB97M-V/def2-TZVPD

## Properties
- Electronic energy: -2273.5041 Eh
- Charge: +1
- HOMO-LUMO gap: 0.2548 hartree

Each line ends with the natural charge from an NBO analysis.
Atoms and positions in Å:
H (-2.27, 0.70, -0.54)  0.22
O (3.52, 0.87, -0.38)  -0.66
B (4.16, -0.34, -0.85)  1.28
C (-0.15, -2.64, -2.82)  -0.25
C (1.03, 1.74, -4.39)  -0.54
H (-3.66, -2.36, -0.17)  0.40
Cl (-1.73, 1.72, -5.28)  -0.03
H (-5.07, -0.21, 1.53)  0.33
O (3.46, -1.45, -1.24)  -0.90
C (-2.26, -4.43, -3.56)  -0.23
C (-2.07, -4.02, -2.15)  0.49
H (-2.23, -2.96, 1.60)  0.37
C (2.79, 3.53, 6.08)  -0.21
H (1.09, 0.77, -4.93)  0.27
C (-0.22, 1.20, -2.21)  -0.22
C (-3.39, -1.31, 1.60)  0.41
C (0.96, 1.39, -2.89)  0.23
H (2.12, 1.67, 6.85)  0.24
H (-0.83, -2.79, -0.82)  0.23
H (-3.14, 0.81, 2.29)  0.25
C (2.84, 4.44, 4.92)  0.47
H (1.98, 2.27, -4.56)  0.25
H (3.03, 1.43, -2.78)  0.44
N (-3.03, -2.62, 2.13)  -0.83
H (1.06, 2.48, 2.70)  0.22
H (0.14, -0.19, 2.98)  0.27
C (-2.53, -0.11, 2.12)  -0.48
C (-0.34, -3.05, -4.23)  0.49
C (1.55, 2.82, 3.60)  -0.26
H (-3.08, -5.11, -3.76)  0.24
C (-1.29, 0.19, 1.29)  0.08
H (-5.33, -1.81, 1.67)  0.37
O (0.93, 0.83, 4.71)  -0.53
C (1.50, 1.91, 4.77)  0.50
O (5.54, -0.34, -0.94)  -0.88
N (2.18, 1.26, -2.25)  -0.50
O (-2.80, -4.42, -1.27)  -0.49
H (2.15, 0.23, 1.75)  0.25
O (0.39, -2.64, -5.11)  -0.49
C (-0.95, -3.08, -1.86)  -0.21
H (5.78, 0.26, -1.66)  0.50
C (0.01, 0.08, 1.92)  -0.19
N (-3.42, -1.43, 0.15)  -0.90
C (1.15, 0.69, -0.16)  -0.19
C (-0.21, 2.55, -4.85)  0.54
H (-1.18, 1.32, -2.72)  0.26
H (-1.58, -4.27, -5.56)  0.24
C (1.19, 0.33, 1.23)  -0.18
H (-3.98, -0.71, -0.29)  0.36
C (2.29, 0.95, -0.95)  0.65
C (-1.30, 0.58, -0.05)  -0.14
H (-2.83, -2.59, 3.13)  0.38
N (-4.79, -1.04, 2.07)  -0.82
H (3.28, 3.87, 6.98)  0.24
O (3.41, 5.51, 4.98)  -0.46
H (0.67, -1.95, -2.62)  0.21
H (-2.17, -0.39, 3.13)  0.24
C (-0.13, 0.83, -0.81)  0.02
H (2.79, -1.72, -0.59)  0.51
C (-1.46, -3.98, -4.53)  -0.23
C (2.18, 3.99, 3.67)  -0.19
H (2.23, 4.67, 2.83)  0.23
O (-0.13, 3.74, -4.88)  -0.45
C (2.17, 2.35, 6.01)  -0.24